[1]
{
  "formula": "C25H20F6N",
  "method": "ωB97M-V/def2-TZVPD",
  "largest_force_ev_per_a": 2.453,
  "e_tot_ha": -1618.3719,
  "gap_ev": 4.03,
  "spin_multiplicity": 1,
  "charge": 1,
  "homo_energy_ha": -0.3814,
  "elements": ["F", "C", "F", "F", "C", "C", "C", "C", "C", "C", "C", "C", "C", "C", "F", "F", "F", "C", "C", "C", "C", "H", "H", "H", "H", "H", "H", "H", "H", "H", "C", "C", "C", "C", "C", "C", "C", "C", "C", "N", "C", "H", "H", "H", "H", "H", "H", "H", "H", "H", "H", "H"],
  "coordinates": [[-3.614765, -5.104401, -1.186377], [-2.281323, -4.967836, -0.923143], [-1.946566, -5.974595, -0.065439], [-1.618101, -5.209141, -2.106429], [-1.928433, -3.612973, -0.402156], [-0.988076, -3.496436, 0.618871], [-0.689484, -2.240058, 1.096059], [-1.313213, -1.068806, 0.573155], [-1.002576, 0.173041, 1.182592], [-1.748983, 1.373643, 1.102586], [-3.027639, 1.506499, 0.483445], [-3.622645, 2.744346, 0.318825], [-3.009970, 3.860768, 0.877842], [-3.622901, 5.205761, 0.675729], [-3.491424, 6.008097, 1.774568], [-3.015539, 5.860832, -0.372646], [-4.954640, 5.150539, 0.384145], [-1.825819, 3.770341, 1.608966], [-1.218294, 2.542231, 1.734647], [-2.169434, -1.240181, -0.554182], [-2.511942, -2.501981, -1.003690], [-0.520405, -4.385061, 1.037767], [0.025523, -2.136092, 1.913902], [-0.198445, 0.151932, 1.911854], [-3.576928, 0.633442, 0.142850], [-4.570434, 2.832976, -0.207008], [-1.416369, 4.654909, 2.095120], [-0.314111, 2.451697, 2.339170], [-2.570326, -0.381509, -1.088900], [-3.229834, -2.623160, -1.812017], [3.265228, -0.998234, 2.338754], [2.885831, -0.485513, 1.006675], [1.985602, 0.523332, 0.674903], [2.046946, 0.723819, -0.732800], [2.945685, -0.262926, -1.246402], [3.361150, -0.261645, -2.571390], [2.826841, 0.721687, -3.420476], [1.938760, 1.699403, -2.932178], [1.539874, 1.706282, -1.589929], [3.440058, -0.967799, -0.149045], [4.454767, -2.006575, -0.196941], [2.747435, -0.402590, 3.097966], [2.976774, -2.046674, 2.496450], [4.347575, -0.898525, 2.504730], [1.427632, 1.135274, 1.370024], [4.080423, -1.003747, -2.912325], [3.115305, 0.738524, -4.470458], [1.561638, 2.467366, -3.610060], [0.864547, 2.457420, -1.170979], [4.750685, -2.158360, -1.241170], [5.336670, -1.708848, 0.386628], [4.073670, -2.950493, 0.217915]],
  "forces_ev_per_a": [[1.2, 0.4, 0.3], [-0.4, -2.1, -1.0], [-0.2, 1.1, -0.7], [-0.6, 0.3, 1.2], [0.0, 0.1, 0.2], [-0.1, 0.0, 0.0], [0.2, 0.5, 0.3], [0.3, -0.8, -0.7], [-0.9, -0.4, 0.5], [-0.4, 1.0, 0.1], [0.2, -0.1, -0.3], [0.1, -0.3, 0.2], [0.2, -0.1, -0.1], [-0.9, 2.3, -0.4], [0.0, -0.9, -1.0], [-0.5, -0.8, 1.1], [1.3, -0.2, 0.3], [-0.1, 0.0, 0.1], [0.3, -0.5, 0.0], [-0.1, 0.2, 0.1], [0.1, 0.3, 0.1], [-0.1, 0.2, -0.1], [-0.2, 0.0, -0.2], [-0.1, 0.0, -0.2], [0.2, 0.2, 0.1], [0.2, 0.0, 0.2], [-0.1, -0.3, -0.2], [-0.1, 0.0, -0.3], [0.3, -0.3, 0.1], [0.3, 0.0, 0.1], [0.0, 0.0, 0.5], [-0.9, 0.7, -0.8], [0.4, -0.3, 0.6], [0.4, -0.5, -0.7], [0.0, 0.9, 0.8], [-0.3, 0.2, -0.5], [0.2, -0.4, 0.5], [-0.3, 0.0, 0.5], [0.0, -0.2, -0.4], [0.0, -0.2, -0.2], [0.1, -0.1, 0.0], [0.2, -0.1, -0.1], [0.2, 0.1, -0.1], [-0.3, -0.1, 0.0], [0.4, 0.0, 0.0], [-0.2, 0.3, -0.2], [0.0, 0.0, 0.3], [0.1, -0.3, 0.2], [0.2, -0.1, -0.4], [0.0, 0.0, 0.4], [-0.2, -0.1, -0.2], [0.1, 0.2, -0.2]],
  "nbo_charge": [-0.31, 0.96, -0.31, -0.31, -0.03, -0.21, -0.09, -0.09, 0.12, -0.09, -0.12, -0.19, -0.03, 0.96, -0.31, -0.31, -0.31, -0.19, -0.11, -0.11, -0.20, 0.26, 0.23, 0.24, 0.23, 0.26, 0.26, 0.23, 0.23, 0.26, -0.66, 0.22, -0.36, -0.02, 0.11, -0.22, -0.21, -0.22, -0.23, -0.34, -0.41, 0.23, 0.22, 0.24, 0.19, 0.22, 0.23, 0.22, 0.21, 0.23, 0.21, 0.21]
}

---

[2]
{
  "formula": "C25H20MnNO7S2",
  "method": "ωB97M-V/def2-TZVPD",
  "largest_force_ev_per_a": 1.442,
  "e_tot_ha": -3493.4816,
  "de_lowest_kj_mol": 232.6,
  "gap_ev": [7.96, 8.04],
  "spin_multiplicity": 5,
  "charge": 0,
  "homo_energy_ha": [-0.3259, -0.3315],
  "elements": ["Mn", "O", "S", "O", "O", "C", "C", "C", "C", "C", "C", "S", "O", "O", "O", "H", "H", "H", "H", "C", "C", "C", "C", "N", "C", "C", "C", "C", "C", "C", "C", "H", "H", "H", "H", "H", "H", "H", "H", "C", "C", "O", "C", "C", "C", "C", "C", "C", "H", "H", "H", "H", "H", "H", "H", "H"],
  "coordinates": [[-0.178776, 0.677776, 1.179716], [3.350061, -1.110711, 0.939955], [3.279486, 0.257800, 1.406935], [4.242056, 1.179847, 0.875295], [1.883773, 0.803078, 1.264421], [3.574692, 0.180355, 3.211467], [4.580741, 1.054206, 3.623142], [5.017072, 1.100525, 4.937504], [4.442522, 0.263096, 5.873908], [3.427399, -0.591818, 5.481680], [2.964259, -0.662057, 4.171310], [0.609427, 1.326096, 3.629510], [0.000315, 1.440785, 4.932056], [-0.257120, 2.014046, 2.590764], [0.028469, -0.351779, 3.003573], [5.027224, 1.696534, 2.879087], [5.804552, 1.788808, 5.216901], [4.771524, 0.274481, 6.906004], [2.960397, -1.233844, 6.222469], [-4.507560, 0.154247, 1.284087], [-4.928530, 0.948459, 0.227364], [-3.995684, 1.667227, -0.495547], [-2.651491, 1.569267, -0.157717], [-2.258359, 0.790402, 0.852497], [-3.156147, 0.108293, 1.560148], [-1.522028, 2.203774, -0.868008], [-1.667506, 3.162586, -1.860280], [-0.543566, 3.663845, -2.497552], [0.716319, 3.194763, -2.152671], [0.866309, 2.244907, -1.147557], [-0.252102, 1.757303, -0.487895], [-5.207833, -0.409573, 1.883750], [-5.978123, 0.995993, -0.034852], [-4.291847, 2.293443, -1.325548], [-2.766008, -0.490707, 2.377775], [-2.651287, 3.530283, -2.130318], [-0.648640, 4.423482, -3.262201], [1.595376, 3.582755, -2.652459], [1.853307, 1.900940, -0.872995], [-1.224292, -3.343840, 0.164030], [-0.448577, -2.284409, 0.893122], [-0.366224, -1.174919, 0.385787], [0.274869, -2.568279, 2.126672], [0.615369, -3.813202, 2.444189], [1.737927, -4.083991, 3.331939], [2.358872, -3.097112, 3.968359], [1.829269, -1.685637, 3.970047], [0.989536, -1.404942, 2.745373], [-1.801137, -2.869780, -0.623967], [-1.888329, -3.888574, 0.837305], [-0.537253, -4.061758, -0.287836], [0.139172, -4.645016, 1.935789], [2.114884, -5.096278, 3.400794], [3.250867, -3.295418, 4.551173], [1.163589, -1.609634, 4.838336], [1.677682, -1.125325, 1.963072]],
  "forces_ev_per_a": [[0.5, -0.1, -1.1], [0.1, 0.0, -0.1], [-0.2, 0.0, 0.3], [0.0, 0.0, 0.0], [0.6, 0.1, -0.2], [0.2, 0.0, 0.0], [-0.1, -0.1, 0.0], [0.0, 0.0, 0.0], [0.0, 0.0, 0.1], [0.0, 0.0, 0.0], [-0.1, -0.1, -0.2], [-0.4, 0.9, 1.1], [0.1, -0.3, -0.1], [0.2, 0.6, 1.0], [0.1, -0.3, -0.5], [0.0, 0.0, 0.0], [0.0, 0.0, 0.0], [0.0, 0.0, 0.0], [0.0, 0.1, 0.0], [0.0, 0.0, 0.1], [0.0, 0.0, -0.1], [0.0, 0.1, -0.1], [0.2, 0.2, -0.3], [-0.5, -0.3, 0.3], [0.0, -0.1, 0.2], [-0.2, -0.2, 0.2], [-0.1, 0.0, -0.1], [0.0, 0.0, 0.0], [0.0, 0.0, 0.0], [0.0, 0.0, 0.0], [0.1, 0.4, -0.1], [0.0, 0.0, 0.0], [0.0, 0.0, 0.0], [0.0, 0.0, 0.0], [0.0, 0.0, 0.0], [0.0, 0.0, 0.0], [0.0, 0.0, 0.0], [0.0, 0.0, 0.0], [0.0, 0.1, 0.0], [0.0, -0.1, 0.1], [-0.1, -0.8, 0.2], [-0.1, 0.0, -0.8], [-0.2, 0.5, 0.3], [0.1, -0.8, 0.0], [-0.1, -0.3, -0.1], [0.1, 0.2, 0.1], [0.3, 0.1, -0.2], [-0.2, 0.1, 0.0], [0.0, 0.0, 0.0], [0.1, 0.0, 0.0], [0.0, 0.0, 0.0], [0.1, 0.0, 0.0], [-0.1, 0.0, 0.0], [-0.1, 0.0, 0.1], [0.1, 0.1, 0.1], [-0.3, 0.0, 0.0]],
  "lowdin_spin": [3.95, 0.00, 0.01, 0.00, 0.04, 0.00, 0.00, 0.00, 0.00, 0.00, 0.00, 0.01, 0.01, 0.06, 0.02, 0.00, 0.00, 0.00, 0.00, 0.00, 0.00, 0.00, 0.00, 0.02, 0.01, -0.01, -0.01, 0.02, -0.01, -0.01, -0.19, 0.00, 0.00, 0.00, 0.00, 0.00, 0.00, 0.00, 0.00, 0.00, 0.01, 0.04, 0.00, 0.00, 0.00, 0.00, 0.00, 0.00, 0.00, 0.00, 0.00, 0.00, 0.00, 0.00, 0.00, 0.00]
}